Molecular formula: C4H13NO2
Method: DFT, ωB97M-V/def2-TZVPD

Structure (XYZ):
```
20
Properties=species:S:1:pos:R:3:forces:R:3
C 1.68791 0.50185 -0.35921 0.7 0.1 -0.8
C 0.65840 0.27289 0.69441 2.4 0.5 2.5
C 0.81286 0.97834 1.83780 0.1 0.3 -0.4
N 0.08251 0.70932 3.00722 -1.1 -0.1 0.0
C 0.51669 0.05254 4.20933 0.0 0.1 0.9
H 2.45801 -0.27558 -0.21887 -0.5 -0.1 -0.8
H 1.29468 0.59034 -1.37567 0.1 -0.7 0.0
H 2.30058 1.40573 -0.29139 -0.5 0.3 0.7
H 0.40154 -0.75755 0.93614 -1.2 0.1 -0.8
H 1.53328 1.82735 1.91022 -0.6 -0.3 -0.4
H -0.66083 1.36826 3.16664 0.1 0.0 0.0
H -0.02385 -0.88996 4.41810 0.2 0.3 -0.2
H 1.58131 -0.17143 4.22400 0.1 0.0 -0.3
H 0.34412 0.70625 5.08654 0.1 -0.3 -0.3
H -3.77791 0.59742 -5.91676 0.5 0.4 -0.1
H -4.87435 -0.33163 -5.62043 -0.4 0.1 0.1
O -4.68216 0.61341 -5.60783 -0.1 -0.5 0.0
H -0.18865 -1.80739 -2.93339 0.1 0.0 0.0
H 0.69433 -2.72071 -3.81069 -0.3 0.1 0.2
O -0.15846 -2.66945 -3.35618 0.2 -0.2 -0.2
```
Forces are in eV/Å.

The calculation puts the LUMO energy at 0.65 eV. The structure (SMILES) is C/C=C/NC.O.O. The value obtained for the orbital gap is 9.148 eV. The value obtained for the highest occupied orbital energy is -8.50 eV.



Molecular formula: C4H13NO2
Method: DFT, ωB97M-V/def2-TZVPD

Structure (XYZ):
```
20
Properties=species:S:1:pos:R:3:forces:R:3
C 0.30091 -1.32017 -2.40210 0.6 0.9 0.6
C 0.75477 -1.34520 -0.96877 0.0 -1.7 -0.8
C -0.16549 -1.68512 0.03566 -0.4 -1.3 -0.5
N -1.48721 -1.82851 -0.18022 0.2 2.5 0.0
C 2.18648 -1.47164 -0.67141 0.7 0.9 0.4
H 1.18010 -1.24718 -3.03242 -0.1 0.0 -0.2
H -0.19829 -2.26090 -2.60513 -0.3 -0.2 -0.2
H -0.35521 -0.47702 -2.63215 -0.1 -0.1 0.0
H 0.11780 -2.17919 0.95462 0.6 0.9 0.5
H -1.98813 -1.33149 0.56718 -0.5 -1.2 0.1
H -1.80364 -1.44931 -1.07013 -0.1 -0.2 -0.1
H 2.38087 -2.14597 0.14928 0.0 -0.1 0.4
H 2.86067 -1.73200 -1.48565 -0.5 -0.1 -0.4
H 2.57202 -0.48614 -0.35046 -0.1 -0.1 0.1
H -3.41965 0.61474 5.46683 0.0 0.1 0.3
H -4.58747 -0.30947 5.67818 -0.1 0.0 0.2
O -4.02023 0.30442 6.15822 0.2 -0.1 -0.5
H 2.52397 6.31908 -1.33275 -0.1 0.0 -0.2
H 1.15527 7.03725 -1.37343 0.0 -0.1 -0.1
O 1.99247 6.99385 -0.90535 0.0 0.1 0.3
```
Forces are in eV/Å.

The calculation puts the LUMO energy (alpha / beta) at -4.22 / -7.45 eV. As for the spin multiplicity: 2. As for the expectation value of S²: 0.76. The value obtained for the orbital gap (alpha / beta) is 9.072 / 5.848 eV. The value obtained for the highest occupied orbital energy (alpha / beta) is -13.29 / -13.29 eV. Its total charge is +1.



Molecular formula: C4H13NO2
Method: DFT, ωB97M-V/def2-TZVPD

Structure (XYZ):
```
20
Properties=species:S:1:pos:R:3:forces:R:3
C 1.44131 0.84505 1.88154 4.9 -0.8 1.6
C 1.04796 -0.59421 1.53050 0.8 1.0 -0.7
C 0.41710 -0.51281 0.16082 3.2 -0.2 1.0
C -0.70716 -1.22789 0.03664 -2.9 -1.7 -3.4
N 1.02984 -0.01325 -0.94653 -1.4 -1.0 2.8
H 2.11214 1.22669 1.04671 -0.7 -0.3 1.0
H 0.79885 1.64554 2.11317 -1.6 0.3 0.3
H 2.19309 0.72127 2.80171 -1.6 0.7 -1.9
H 2.00161 -1.18635 1.45474 -0.8 0.5 -0.1
H 0.42469 -1.14542 2.25507 0.0 0.6 -0.4
H -1.20499 -1.75859 0.84704 0.1 0.4 -0.3
H -0.99492 -1.33109 -1.06257 -0.6 -0.3 1.6
H 1.96560 0.28412 -0.88006 1.3 0.6 0.1
H 0.72737 -0.37375 -1.81335 -0.6 -0.1 -1.4
H -2.77356 -0.81019 -2.43585 -0.5 -0.3 -0.2
H -1.93037 0.43633 -2.07108 -0.4 -1.1 -1.5
O -1.95419 -0.38375 -2.67680 0.7 1.1 1.1
H -0.79667 1.48643 -0.96391 0.0 0.6 -0.1
H -2.04731 1.04666 -0.28734 -0.4 0.5 0.1
O -1.75039 1.64522 -0.99043 0.4 -0.4 0.6
```
Forces are in eV/Å.

The calculation puts the LUMO energy (alpha / beta) at -3.99 / -7.94 eV. As for the spin multiplicity: 2. As for the expectation value of S²: 0.76. The value obtained for the orbital gap (alpha / beta) is 10.793 / 6.818 eV. The value obtained for the highest occupied orbital energy (alpha / beta) is -14.78 / -14.76 eV. Its total charge is +1.



Molecular formula: C4H13NO2SSi
Method: DFT, ωB97M-V/def2-TZVPD

Structure (XYZ):
```
22
Properties=species:S:1:pos:R:3:forces:R:3
C 0.56483 -1.74857 0.22768 -3.7 -2.2 1.0
C -3.22249 0.81702 0.56009 2.4 -0.9 0.7
C 2.73401 0.11399 -1.61772 -0.7 -2.1 2.0
C -1.93987 0.01136 0.31579 -1.1 -2.6 3.1
N 0.67406 -0.36440 0.00332 0.6 1.7 -0.7
O 2.93170 -0.28410 1.06789 -0.2 -0.3 -0.8
O 1.91844 1.78212 0.28713 -1.0 -1.0 -0.6
Si -0.38692 0.90907 0.44487 -1.8 1.4 1.1
S 2.08077 0.34776 0.08601 4.4 0.2 -0.4
H -0.18217 -1.88934 1.10318 2.0 -0.2 -0.8
H -0.00553 -2.33427 -0.53993 0.6 1.0 -0.1
H 1.49904 -2.23789 0.31587 0.9 -0.3 0.7
H -3.48557 1.30084 -0.33619 -0.7 0.8 -0.8
H -3.88346 0.08381 0.88486 -2.0 -0.7 0.5
H -2.97709 1.47289 1.36108 -0.5 1.0 0.6
H 2.09716 0.65926 -2.25820 -0.2 1.0 -0.8
H 3.77671 0.29630 -1.56529 0.9 0.7 -0.4
H 2.60395 -0.95840 -1.87274 0.0 0.5 0.3
H -1.96445 -1.10938 0.77243 0.0 2.7 0.3
H -2.04995 -0.41332 -0.58799 0.1 -0.8 -4.1
H -0.17675 1.50836 1.78609 -0.1 -0.4 0.0
H -0.60644 2.03691 -0.43823 0.3 0.3 -0.6
```
Forces are in eV/Å.

The calculation puts the LUMO energy at 0.58 eV. The value obtained for the orbital gap is 10.782 eV. The value obtained for the highest occupied orbital energy is -10.20 eV.



Molecular formula: C4H13NO3
Method: DFT, ωB97M-V/def2-TZVPD

Structure (XYZ):
```
21
Properties=species:S:1:pos:R:3:forces:R:3
C -1.43670 -1.61263 -0.76879 -1.0 -1.4 1.1
C -0.93776 -0.47208 0.05727 0.7 1.1 -0.6
N -1.08082 0.79475 -0.43395 -0.2 -0.2 0.0
C -1.70257 1.15536 -1.72031 0.6 -0.9 1.2
C -0.48323 1.86244 0.34306 -0.6 0.6 0.2
O -0.29551 -0.65097 1.08318 -0.3 -0.9 0.5
H -0.72873 -2.42774 -0.69935 1.0 0.3 -1.0
H -2.18144 -2.22648 -0.23376 -0.6 1.0 0.2
H -1.85637 -1.38439 -1.73534 0.3 -0.2 -0.2
H -1.17223 2.01633 -2.10781 -0.3 0.3 -0.1
H -2.76402 1.28707 -1.53734 -0.3 0.4 -0.5
H -1.53487 0.33372 -2.40795 -0.2 0.1 -0.3
H 0.17097 2.43728 -0.30970 0.4 0.0 0.2
H -1.20697 2.58670 0.75183 -0.3 -0.2 -0.4
H -0.01983 1.44084 1.22929 0.5 0.0 -0.4
H 1.95635 -2.13658 0.79448 -0.5 0.1 0.1
H 0.69094 -3.06360 0.79801 0.1 0.6 0.3
O 1.61686 -3.00388 0.54889 0.5 -0.7 -0.3
H 4.04816 1.46544 2.61709 0.2 -0.2 1.1
H 4.32624 0.88884 1.40224 0.6 -1.0 -0.2
O 4.59152 0.70958 2.32898 -0.9 1.2 -0.9
```
Forces are in eV/Å.

The calculation puts the LUMO energy (alpha / beta) at 3.42 / 3.59 eV. As for the spin multiplicity: 2. As for the expectation value of S²: 0.75. The value obtained for the orbital gap (alpha / beta) is 2.456 / 9.562 eV. The value obtained for the highest occupied orbital energy (alpha / beta) is 0.96 / -5.98 eV. Its total charge is -1.



Molecular formula: C4H13NO3
Method: DFT, ωB97M-V/def2-TZVPD

Structure (XYZ):
```
21
Properties=species:S:1:pos:R:3:forces:R:3
N -0.96213 2.18034 -1.51266 1.0 2.6 -3.5
C -0.02857 1.22606 -1.18141 -1.9 -2.9 5.4
C -0.17870 0.33110 -0.10168 -1.6 -0.2 0.6
C 2.33167 0.59512 -1.12542 0.7 -0.2 -0.9
C 1.26550 1.16742 -1.69085 2.0 1.5 -2.4
H -1.04974 2.81958 -2.39321 1.5 -2.1 2.0
H -1.86840 2.15541 -1.19901 -2.1 -0.8 1.5
H 0.55957 -0.47092 0.31196 -1.2 1.9 -1.5
H -1.13116 0.23975 0.54122 1.2 0.5 -1.5
H 3.26219 0.45084 -1.63898 0.3 0.6 -0.7
H 2.44236 0.09413 -0.18106 -0.9 0.2 0.4
H 1.26346 1.77654 -2.63132 1.1 -0.9 0.4
H 0.11922 -2.74361 1.32562 0.9 -0.1 0.6
H 1.56579 -3.12866 1.18138 2.0 -0.8 -2.0
O 0.96416 -2.88407 1.82474 -3.0 1.0 1.3
H -0.73234 1.64580 2.12443 -0.9 -1.6 2.2
H -1.16869 0.25837 2.55379 -0.4 -4.0 -1.7
O -1.07309 1.07254 2.91311 1.3 5.7 -0.3
H -1.59049 -3.30262 -0.65048 0.0 3.8 1.6
H -2.36191 -1.90656 -0.31474 -0.3 0.0 -0.1
O -1.50537 -2.32205 -0.21845 0.3 -4.0 -1.4
```
Forces are in eV/Å.

The calculation puts the LUMO energy at 0.27 eV. The structure (SMILES) is C=CC(=C)N.O.O.O. The value obtained for the orbital gap is 8.016 eV. The value obtained for the highest occupied orbital energy is -7.74 eV.



Relative energy (zero: lowest compared OMol25 entry of this formula, charge and spin): 228.6 93.9 148.4 9.2 117.6 427.1 (kJ/mol)
M: 107.15 107.15 107.15 167.31 123.15 123.15 (g mol⁻¹)